A structure of composition C50H48CoN10S5, computed with ωB97M-V/def2-TZVPD.

Structure (XYZ):
```
114
Properties=species:S:1:pos:R:3:mulliken_charge:R:1
Co 0.09010 1.13164 1.38095 -1.324
S -1.73085 0.46542 3.74923 -0.196
S -0.77595 -1.12860 -0.61340 1.906
S 1.91578 0.35155 2.38742 -0.543
S 1.34556 -0.65995 -2.30749 0.965
S 2.06503 1.68684 -0.86198 1.239
N -3.45672 -1.56809 3.53085 -0.049
N 0.08770 2.53523 2.72421 1.103
N 1.10218 2.54965 3.63931 -0.776
N 0.99195 2.08727 0.08057 0.057
N -0.21018 -0.66859 -2.08236 0.364
N -2.41720 -1.28785 5.59272 0.071
N -0.14857 -0.53583 0.58362 0.134
N 2.96408 1.53244 4.50744 -0.391
N -1.50166 2.17395 0.81877 1.372
N 2.26562 0.15554 -1.35524 0.890
C 1.63155 4.26290 -4.55601 -0.741
C -3.07254 -2.32296 6.16757 0.764
C -1.44671 -3.68101 -1.34974 -0.828
C -2.11998 2.12631 -0.35113 -0.678
C 0.47052 0.50560 -4.63479 -0.338
C -0.65980 -2.89692 -0.51674 0.207
C -4.62120 -0.57081 0.19903 -0.523
C -3.25872 -0.81036 0.29254 -1.018
C -3.72642 3.74126 0.35387 -1.053
C 1.98711 -4.51410 -3.04005 -0.900
C 2.04536 -2.27499 -2.22946 0.543
C -0.98815 3.21483 2.88087 1.071
C -1.33235 -5.05820 -1.26855 -0.957
C 0.22990 -3.44776 0.39073 -0.676
C -3.08994 -0.70444 -2.13029 0.201
C 3.85803 3.08298 0.55274 -0.677
C -5.21601 -0.39987 -1.04419 -0.835
C 3.09106 -2.56588 -1.36579 -0.367
C -3.25007 2.88665 -0.62120 -1.559
C 0.77203 3.48097 -2.45245 -0.504
C 6.07163 1.56271 -0.18166 -0.949
C -1.91198 3.06758 1.73924 0.689
C -5.04238 -3.33344 3.13384 -1.129
C -0.43937 -5.62999 -0.36911 -0.706
C -3.95254 -3.01388 5.38006 -1.056
C -4.11534 -2.60445 4.04756 1.011
C -1.29336 4.11200 4.02760 -2.019
C 3.04209 -4.82556 -2.18809 -0.650
C -2.59954 -0.89321 4.29484 -0.314
C 6.22160 2.66173 0.65401 -0.653
C 4.81675 1.21756 -0.66056 -0.287
C -3.02828 3.85507 1.55128 -0.990
C 2.77466 3.48803 -4.39108 -0.794
C 3.72249 1.98200 -0.28400 0.837
C 1.48069 -3.22852 -3.06914 -0.607
C -2.51360 -0.86606 -0.87637 0.315
C 5.11712 3.42132 1.02049 -0.890
C 1.49805 -0.17161 -3.99579 0.697
C -4.45448 -0.47118 -2.20630 -0.915
C 1.87538 0.65458 -6.58274 -0.655
C 2.00776 1.54718 3.59035 0.515
C 0.67254 0.91998 -5.94220 -0.770
C 0.63534 4.26181 -3.59068 -0.821
C 0.33950 -4.82920 0.45583 -0.692
C 2.92577 2.70524 -3.25911 -0.627
C 2.89627 -0.01975 -5.92259 -0.807
C 1.91173 2.70620 -2.30943 0.515
C -2.77252 -2.62676 7.59415 -1.421
C 2.71622 -0.43419 -4.61469 -1.043
C 3.59025 -3.85931 -1.35553 -0.949
H 4.41214 -4.11041 -0.69915 0.521
H -2.84338 -1.72597 8.20522 0.395
H 3.55590 3.50629 -5.13897 0.498
H -0.11620 1.44413 -6.46464 0.506
H -2.35600 4.06631 4.25685 0.455
H 4.69130 0.36370 -1.31203 0.387
H -2.79120 -0.92031 1.26381 0.263
H 0.80814 -2.79937 1.03564 0.489
H -1.76191 -0.74165 6.13634 0.295
H 3.82767 -0.23058 -6.42993 0.481
H -3.73473 2.80240 -1.58329 0.653
H -0.76356 3.82237 4.93297 0.616
H 7.20467 2.93108 1.01620 0.453
H 6.93448 0.97547 -0.46500 0.489
H -5.69076 -4.01958 3.67268 0.420
H -4.92633 -0.35005 -3.17236 0.488
H -6.27997 -0.21539 -1.11394 0.485
H 0.02831 3.48167 -1.66762 0.436
H -5.64768 -2.62244 2.57394 0.246
H -0.24043 4.88456 -3.71505 0.509
H 1.52689 4.88306 -5.43648 0.460
H -2.48449 -0.75874 -3.02519 0.465
H 0.66714 -2.96845 -3.73592 0.496
H -2.14766 -3.23326 -2.04235 0.541
H 2.98594 3.66550 0.82346 0.568
H 3.50110 -0.97012 -4.09439 0.478
H 2.01773 0.96988 -7.60792 0.466
H -5.20365 -0.51573 1.10926 0.632
H 3.49942 -1.79969 -0.72183 0.451
H -0.35771 -6.70704 -0.30605 0.489
H -0.46096 0.70032 -4.12317 0.356
H 3.44221 -5.83077 -2.17891 0.475
H -4.50866 -3.84693 5.78185 0.429
H 3.05196 2.23615 5.22363 0.192
H -1.68489 1.47933 -1.09620 1.458
H -4.60696 4.34448 0.17909 0.473
H -1.75931 -3.02254 7.68805 0.341
H 1.05990 3.19875 4.41222 0.197
H 3.65769 0.80238 4.48297 0.237
H -4.45405 -3.90380 2.41176 0.226
H -3.46722 -3.36656 7.98120 0.364
H 5.24075 4.28320 1.66230 0.497
H -1.03922 5.14601 3.78090 0.333
H 3.82193 2.11537 -3.11675 0.446
H 1.56700 -5.27165 -3.68732 0.509
H -1.94482 -5.68604 -1.90142 0.515
H 1.02695 -5.27976 1.15914 0.512
H -3.34045 4.56372 2.30467 0.522
```

Results
- frontier orbital gap (alpha / beta) (eV) = 6.8773 / 6.8768
- M (g mol⁻¹) = 1008.272
- E_HOMO (alpha / beta) (eV) = -14.632 / -14.632
- ΔE to the lowest compared entry with this formula, charge and spin (kcal per mole) = 8.96
- multiplicity = 1
- total charge = +3